2
Properties=species:S:1:pos:R:3:lowdin_charge:R:1 method="wB97M-V/def2-TZVPD" total_charge=0 homo_lumo_gap_ha=0.185 lumo_energy_ev=-2.793 homo_energy_ev=-7.819 relative_energy_kj_mol=824.6
C 0.0000 0.0000 1.4855 0.00
C 0.0000 0.0000 -1.4855 0.00

2
Properties=species:S:1:pos:R:3:lowdin_charge:R:1 method="wB97M-V/def2-TZVPD" total_charge=0 homo_lumo_gap_ha=0.196 lumo_energy_ev=-2.620 homo_energy_ev=-7.945 relative_energy_kj_mol=773.8
C 0.0000 0.0000 1.4123 0.00
C 0.0000 0.0000 -1.4123 0.00

41
Properties=species:S:1:pos:R:3:lowdin_charge:R:1 method="wB97M-V/def2-TZVPD" total_charge=-1 homo_lumo_gap_ha=0.294 lumo_energy_ev=2.454 homo_energy_ev=-5.537 relative_energy_kj_mol=26.0
Ti -0.0008 -0.0453 0.3372 0.98
O 0.3811 3.1405 -2.0913 0.09
C 0.0301 2.4769 -1.1418 -0.55
O 0.6142 1.3546 -0.7809 -0.17
C -1.1637 2.8982 -0.3176 -0.15
C -2.1294 3.6645 -0.9665 -0.03
C -3.2690 4.0892 -0.3144 -0.09
C -3.4476 3.7568 1.0238 -0.09
C -2.4930 3.0101 1.6872 -0.12
C -1.3328 2.5670 1.0385 -0.58
S -0.1648 1.6579 2.0150 0.65
H -1.9488 3.9158 -2.0034 0.12
H -4.0158 4.6711 -0.8393 0.10
H -4.3378 4.0775 1.5514 0.10
H -2.6312 2.7492 2.7280 0.09
Cl -3.6418 -5.6368 0.8770 0.64
C -2.8230 -4.2567 0.2355 -0.71
C -2.5314 -4.1819 -1.1175 -0.71
Cl -2.9824 -5.4670 -2.1802 0.64
C -1.8605 -3.0629 -1.6250 -0.61
Cl -1.4422 -2.9474 -3.2954 0.70
C -1.5095 -2.0233 -0.7831 -0.37
O -0.8304 -0.9368 -1.1430 -0.17
C -1.8018 -2.0958 0.5984 -0.37
O -1.3547 -1.0689 1.3083 -0.21
C -2.4479 -3.2161 1.0935 -0.61
Cl -2.7634 -3.2908 2.7904 0.69
Cl 6.7904 1.0389 -1.0146 0.63
C 5.2772 0.3532 -0.4888 -0.68
C 4.7595 0.7046 0.7466 -0.11
C 3.5613 0.1531 1.1638 -0.04
C 2.8616 -0.7548 0.3637 -0.30
C 1.5605 -1.3056 0.8048 -0.18
C 3.4047 -1.0807 -0.8797 -0.04
C 4.6034 -0.5347 -1.3085 -0.11
H 5.2900 1.4101 1.3720 0.10
H 3.1392 0.4384 2.1202 0.11
H 1.3046 -2.2648 0.3474 0.08
H 1.4702 -1.3987 1.8917 0.08
H 2.8671 -1.7643 -1.5261 0.12
H 5.0084 -0.7942 -2.2773 0.10